{
  "formula": "C28H36F2N2O2P2SV",
  "method": "ωB97M-V/def2-TZVPD",
  "charge": 3,
  "orbital_gap_ev": [5.487, 5.335],
  "species": ["V", "O", "C", "O", "C", "P", "C", "C", "C", "C", "C", "C", "C", "C", "C", "C", "C", "C", "H", "H", "H", "H", "H", "H", "H", "H", "H", "H", "H", "H", "C", "C", "P", "C", "C", "C", "C", "H", "H", "H", "H", "H", "H", "H", "H", "H", "H", "H", "H", "H", "H", "H", "N", "C", "S", "N", "C", "C", "C", "C", "C", "C", "H", "H", "H", "H", "H", "H", "H", "H", "F", "C", "F", "H"],
  "coordinates": [[-0.642, -1.353, 0.199], [0.013, -2.703, 3.450], [0.301, -2.753, 2.296], [-0.545, -2.495, 1.319], [1.690, -2.917, 1.702], [1.809, -1.457, 0.575], [3.258, -1.767, -0.458], [4.453, -1.146, -0.077], [5.632, -1.543, -0.676], [5.627, -2.511, -1.669], [4.431, -3.090, -2.075], [3.239, -2.724, -1.475], [2.046, 0.050, 1.528], [2.030, 0.094, 2.926], [2.207, 1.312, 3.564], [2.417, 2.471, 2.828], [2.463, 2.421, 1.439], [2.260, 1.222, 0.783], [1.713, -3.821, 1.077], [2.478, -2.981, 2.464], [4.465, -0.395, 0.698], [6.560, -1.095, -0.356], [6.555, -2.809, -2.130], [4.435, -3.836, -2.852], [2.309, -3.186, -1.784], [1.902, -0.806, 3.512], [2.179, 1.357, 4.640], [2.556, 3.412, 3.337], [2.655, 3.320, 0.874], [2.299, 1.169, -0.300], [-2.141, 1.891, 3.643], [-1.203, 1.078, 2.746], [-2.106, -0.151, 1.726], [-3.392, 0.772, 0.791], [-4.028, -0.022, -0.347], [-2.971, -1.244, 2.923], [-3.471, -2.580, 2.388], [-1.545, 2.539, 4.282], [-2.735, 1.251, 4.291], [-2.805, 2.525, 3.060], [-0.491, 0.522, 3.366], [-0.635, 1.741, 2.081], [-2.954, 1.702, 0.417], [-4.167, 1.031, 1.521], [-3.312, -0.217, -1.150], [-4.851, 0.552, -0.766], [-4.439, -0.965, 0.013], [-3.827, -0.657, 3.280], [-2.288, -1.413, 3.765], [-4.112, -2.463, 1.516], [-4.050, -3.066, 3.170], [-2.648, -3.249, 2.139], [0.035, -1.204, -3.753], [-0.299, -0.026, -3.221], [-0.494, 0.029, -1.489], [-0.444, 1.022, -4.007], [-0.730, 2.383, -3.792], [-0.417, 3.250, -4.845], [-0.646, 4.604, -4.714], [-1.197, 5.108, -3.545], [-1.523, 4.246, -2.506], [-1.295, 2.888, -2.623], [0.243, -2.005, -3.179], [0.116, -1.338, -4.752], [-0.257, 0.846, -4.996], [0.026, 2.866, -5.752], [-0.397, 5.269, -5.525], [-1.376, 6.167, -3.443], [-1.967, 4.642, -1.607], [-1.574, 2.222, -1.820], [-0.436, -3.182, -1.570], [-1.587, -2.695, -1.006], [-2.102, -3.668, -0.265], [-2.305, -2.441, -1.804]],
  "lowdin_charge": [0.452, 0.210, -0.580, -0.238, -0.117, 1.105, -0.340, -0.058, -0.026, -0.012, -0.037, -0.085, -0.373, -0.071, -0.038, -0.013, -0.033, -0.104, 0.133, 0.139, 0.112, 0.129, 0.130, 0.124, 0.098, 0.115, 0.130, 0.130, 0.126, 0.109, -0.096, -0.358, 1.006, -0.342, -0.123, -0.324, -0.106, 0.095, 0.082, 0.081, 0.074, 0.090, 0.090, 0.109, 0.031, 0.099, 0.071, 0.109, 0.099, 0.069, 0.103, 0.059, 0.169, -0.592, 0.830, 0.122, -0.229, 0.002, -0.029, -0.030, -0.048, -0.053, 0.088, 0.151, 0.181, 0.125, 0.128, 0.125, 0.116, 0.038, 0.001, -0.372, 0.089, 0.150]
}